No. 1
Computed, not measured: C43H38Cl3F3N2O3S2SbSeSiTi as an isolated structure, with the ωB97M-V functional and the def2-TZVPD basis.

The geometry in XYZ format:
```
98
Properties=species:S:1:pos:R:3
H 3.663 -2.199 -1.851
H 0.759 4.350 -3.129
C -3.169 -0.455 2.785
C -4.416 -2.531 -3.201
H 2.627 -3.889 -1.618
F 7.173 2.584 0.647
N -1.176 -0.889 -3.129
H 3.265 -0.766 -2.810
C 5.929 2.155 0.994
H -4.348 -0.568 4.588
H 1.687 2.739 4.453
H -1.014 -2.429 -6.670
C 5.745 1.594 2.239
H 1.172 -4.177 -2.591
C 2.183 1.931 6.364
O -3.013 2.382 0.765
C -5.479 -1.055 2.826
Se -2.709 1.628 -2.699
C 1.537 -3.845 -1.615
C 2.441 -0.469 6.460
C 4.470 1.157 2.584
H -1.134 4.940 -0.854
H 6.583 1.505 2.919
H -1.584 5.274 -4.693
O -1.010 1.857 -0.138
H 5.079 2.744 -0.879
H 1.171 -4.562 -0.877
C 4.898 2.297 0.090
C -4.320 -0.994 0.706
C 2.445 0.770 7.062
C 3.328 -3.393 1.685
C 3.167 -1.229 -1.822
C 1.010 -2.470 -1.299
H -1.837 3.646 -5.362
N -3.239 -1.169 -1.508
C 2.170 -0.540 5.096
F 2.713 0.852 8.395
Sb 1.400 0.590 2.206
S -0.648 -2.427 -0.762
H 0.656 -0.073 -3.497
C -0.127 -0.699 -3.900
C -4.329 -0.687 3.514
C -4.319 -1.213 -0.689
H -2.848 4.506 -0.996
C 3.120 -2.023 1.791
C -2.082 4.312 -4.532
C 1.907 1.831 5.006
C -3.152 -0.590 1.403
C -4.391 -3.098 -4.480
C -1.964 4.820 -1.553
H 3.966 -1.356 1.677
C 1.723 -1.336 -1.414
C -1.813 2.503 0.603
H -5.249 -3.679 -4.801
C 2.241 -4.231 1.822
Cl -1.311 3.304 3.173
C -3.344 -1.766 -2.728
C 1.850 -1.503 2.022
O -2.058 -0.312 0.723
H 0.690 2.980 -1.997
H 0.132 -4.449 2.100
Ti -1.442 -0.057 -1.018
H -5.278 -1.470 -1.123
H -2.159 5.798 -2.002
C 0.314 3.365 -2.946
Cl 0.477 4.121 1.018
C -2.218 -1.620 -3.600
H -3.162 4.475 -4.543
H 0.632 2.683 -3.737
H 2.174 -1.511 4.615
C -0.026 -1.244 -5.188
H -5.273 -2.726 -2.575
H 3.709 -0.591 -1.118
C 0.779 -2.388 2.133
Cl -6.959 -1.341 3.735
C 3.397 1.272 1.703
C -3.324 -2.947 -5.327
F 2.439 -5.573 1.717
C -5.494 -1.205 1.460
C 0.965 -3.761 2.043
C 1.903 0.603 4.343
H -2.260 -0.123 3.273
H -6.405 -1.501 0.955
C -2.206 -2.199 -4.887
H 4.308 -3.809 1.492
H 2.188 2.883 6.879
Si -1.556 3.537 -2.888
S 0.968 0.204 -1.019
H -1.801 4.560 1.270
C 3.633 1.851 0.455
C -1.057 -1.993 -5.678
H -0.230 -2.009 2.253
H 4.321 0.720 3.565
C -1.197 3.675 1.429
H 2.822 1.943 -0.257
H 2.648 -1.354 7.047
H -3.315 -3.391 -6.315
H 0.867 -1.058 -5.771
```

Values from the calculation:
Charge: -2
Energy relative to the best compared isomer or geometry (same formula, charge and spin): 26.7 kJ/mol
Highest occupied orbital energy (alpha / beta): -0.651 / -2.085 eV
Orbital gap (alpha / beta): 4.670 / 6.104 eV
Lowest unoccupied orbital energy (alpha / beta): 4.0192 / 4.0190 eV
Expectation value of S²: 0.793
Spin multiplicity: 2

Atomic partial charges in e from the Löwdin method, atoms 1 to 2: 0.06 0.02

***

No. 2
Computed, not measured: a 5-piece molecular cluster, C43H39BIO20 overall, with the ωB97M-V functional and the def2-TZVPD basis.

The geometry in XYZ format:
```
104
Properties=species:S:1:pos:R:3
H 1.968 -0.102 -4.591
C 5.787 -5.140 -2.686
H -3.302 1.634 -4.086
C -5.344 5.474 0.515
C 5.223 -3.957 -1.979
C -2.966 2.024 -3.007
C 3.445 -5.356 -1.065
H -4.034 2.606 -0.959
C 4.701 0.789 0.041
H -5.020 2.879 -2.542
O 6.268 -0.499 2.288
H 2.092 -6.501 -0.389
H -2.619 3.149 -3.210
H 1.504 3.226 -3.313
H -4.674 -0.054 -4.122
H -8.983 7.004 0.246
H 7.127 -3.991 -3.379
C -5.083 0.742 -1.765
B 0.619 1.086 -3.012
C -2.995 -0.815 2.641
O -0.701 1.394 -3.590
O -0.097 -0.639 -4.700
H -5.928 -2.521 -3.865
H -6.964 -1.405 0.838
H 1.949 4.158 -0.717
C 6.694 -2.161 5.996
H -1.076 2.115 -0.236
O 0.476 1.005 -1.517
O 5.058 -0.543 6.859
H 3.598 -3.279 -0.679
H -0.512 -2.189 -5.714
C -8.009 6.536 0.310
O -8.881 4.436 -0.343
O 6.822 -2.629 7.123
I -1.791 -0.801 -1.649
H 5.431 -0.099 0.253
O -5.101 -1.735 3.198
H 7.689 -2.081 1.777
H -5.027 -3.277 4.747
C -3.277 -2.651 4.368
C 4.025 -6.544 -1.750
C -1.676 -0.839 2.847
O -4.125 -3.485 5.074
C 4.581 1.964 1.207
H 5.232 1.893 2.176
C 4.147 -0.402 -2.427
H 5.338 -1.100 7.617
C -1.959 -2.678 4.572
O -7.020 8.576 0.983
H -7.077 -3.244 -1.392
H 5.627 -7.215 -3.082
H 5.262 -0.797 -2.335
C -1.663 1.232 -2.447
C 2.651 3.235 -0.561
C -7.825 5.243 0.039
H 0.072 -0.198 2.485
O -4.467 7.581 1.137
C -1.063 -1.785 3.820
C -6.570 -2.187 -1.502
C 3.842 0.836 -1.394
O 0.248 -1.513 -5.598
C 5.765 -1.020 5.771
C 7.429 -2.691 4.838
C 2.758 2.061 -1.733
H 8.088 -3.532 5.013
C -4.254 2.133 -2.009
C 7.279 -2.148 3.628
C 1.881 2.120 -3.155
O -6.343 3.421 -0.101
C 6.371 -0.988 3.408
O 3.496 -7.643 -1.617
O 2.301 -5.545 -0.311
C -5.151 -0.296 -3.077
C -0.667 1.960 -1.319
C 1.074 -0.249 -3.850
H 3.469 4.050 1.673
C 3.523 3.198 0.857
C -5.906 -1.772 -2.955
H -4.856 8.471 1.282
H 4.947 0.357 4.384
H 3.926 -0.027 -3.515
O 5.771 -2.866 -2.084
C -5.767 0.360 -0.314
H -0.347 3.022 -1.727
O 0.153 -1.798 3.974
H -4.367 5.010 0.565
C -6.513 -1.120 -0.215
O 7.965 -2.642 2.534
O 6.914 -4.946 -3.462
H -5.676 1.127 0.564
O -0.831 0.014 2.162
H 1.245 -1.168 -3.123
H 2.633 1.894 -4.020
H 3.413 -1.293 -2.187
C 5.617 -0.474 4.562
H -3.454 -0.134 1.936
C -6.477 4.616 0.136
C 5.226 -6.346 -2.575
C -3.887 -1.724 3.376
C -5.528 6.768 0.783
H -1.501 -3.348 5.289
C 4.007 -4.151 -1.173
C -6.879 7.388 0.713
H -8.493 3.545 -0.481
```

Values from the calculation:
Charge: -1
Energy relative to the best compared isomer or geometry (same formula, charge and spin): 1660.5 kJ/mol
Highest occupied orbital energy: -4.725 eV
Orbital gap: 4.375 eV
Lowest unoccupied orbital energy: -0.3502 eV
Spin multiplicity: 1

Atomic partial charges in e from the Löwdin method, atoms 1 to 2: 0.11 -0.20

***

No. 3
Computed, not measured: C43H39BaN6O3P as an isolated structure, with the ωB97M-V functional and the def2-TZVPD basis.

The geometry in XYZ format:
```
93
Properties=species:S:1:pos:R:3
C 0.534 0.682 4.496
C 2.084 -1.620 1.298
N -1.453 -1.987 1.360
C -2.292 2.550 3.287
C 2.120 -3.332 -2.659
H 3.012 -0.587 -5.408
H -3.716 -3.207 2.020
C 2.867 -4.255 2.899
H 4.785 3.917 4.574
C 5.433 3.761 3.703
C 2.443 -2.398 -3.629
H 1.288 2.768 -3.502
C 0.600 -3.562 2.355
H 4.466 0.486 1.216
C 3.443 0.146 1.028
C 3.773 4.644 1.556
C -2.084 3.646 2.466
H 1.275 1.440 4.257
H -0.603 5.863 -1.179
H -0.023 1.593 6.366
H -2.134 -1.995 5.347
P -0.905 -2.699 2.758
O 5.667 5.024 3.062
C -3.417 -3.905 2.798
H 1.900 -5.584 -0.073
H -2.433 -6.425 5.571
H -2.814 2.640 4.229
C 1.381 -0.575 -2.360
C 4.433 5.574 2.579
H -0.779 -4.785 4.756
C 2.941 -4.982 1.713
H -0.162 -4.351 0.490
H 3.263 0.187 -0.052
C 0.307 -0.375 3.614
H 5.505 2.556 1.897
H 1.148 -3.547 -0.754
C -0.665 4.900 -0.683
Ba 0.000 0.000 0.000
C -2.118 -3.869 3.323
H -1.727 -0.130 6.896
N 1.767 1.764 1.274
H 2.823 5.076 1.223
H 3.767 5.761 3.430
H 4.660 6.538 2.113
H 2.984 -2.739 -4.508
H -2.468 4.605 2.809
C -0.163 2.515 -0.684
H 4.423 4.518 0.681
H -1.924 0.440 3.430
H -1.715 5.692 0.970
H 2.486 1.797 -5.361
C -1.809 1.351 2.856
C 1.075 0.926 -2.378
C 1.493 1.708 -3.467
C -1.779 -4.790 4.328
O 3.321 -1.181 1.514
C 4.818 2.750 2.729
C 2.089 -1.041 -3.501
O 0.988 -1.993 1.100
C -1.150 -0.200 5.977
C 1.440 -2.884 -1.560
C 0.686 -4.309 1.170
H 4.627 1.806 3.251
H -4.721 -6.471 4.613
H -2.169 -0.128 -1.447
H 6.396 3.389 4.064
C 1.703 -3.554 3.220
H -5.349 -4.858 2.836
H 1.664 -3.003 4.157
N -1.160 1.215 1.693
N 3.533 3.291 2.165
H 3.717 -4.236 3.577
H 0.879 -0.427 2.689
C -0.195 0.769 5.679
H 2.394 -4.373 -2.761
C 1.849 -5.011 0.849
C -1.406 3.562 1.230
C -3.996 -5.744 4.256
C -0.111 3.785 -1.282
C 2.472 -0.193 -4.552
C 2.180 1.160 -4.538
C -0.644 -1.367 3.904
C -4.348 -4.839 3.258
C 2.582 2.472 1.690
C -0.885 2.334 0.738
N 1.081 -1.602 -1.394
C -1.296 4.783 0.543
H 2.757 0.822 1.552
C -1.375 -1.259 5.095
N 0.409 1.472 -1.345
H 3.846 -5.529 1.464
C -2.711 -5.719 4.792
H 0.369 3.931 -2.238
```

Values from the calculation:
Charge: -2
Highest occupied orbital energy (alpha / beta): 1.303 / 0.624 eV
Orbital gap (alpha / beta): 2.153 / 2.841 eV
Lowest unoccupied orbital energy (alpha / beta): 3.4562 / 3.4647 eV
Spin multiplicity: 1

Atomic partial charges in e from the Löwdin method, atoms 1 to 2: -0.09 -0.32

***

No. 4
Computed, not measured: C43H39Cl2CrN4O4PS2 as an isolated structure, with the ωB97M-V functional and the def2-TZVPD basis.

The geometry in XYZ format:
```
96
Properties=species:S:1:pos:R:3
S -0.136 0.605 3.323
H -3.066 3.415 -1.053
C -4.488 -3.775 5.563
H -5.892 0.778 -2.765
C 0.078 1.262 1.522
C 3.692 -4.830 0.036
C -1.598 2.385 0.128
C 2.391 -2.849 0.561
H -2.666 -1.008 -6.989
N -2.558 -0.575 2.906
C -2.407 -3.361 3.755
C 1.550 3.224 -2.953
C -3.414 -2.968 5.911
O 1.263 1.327 1.085
C 3.515 -3.668 0.762
H -3.239 1.208 6.476
C -0.870 2.381 1.318
H 1.330 0.716 -5.916
C -4.514 -4.384 4.317
C 1.054 -0.070 -3.940
H 0.857 -4.747 -1.812
O -3.632 -1.489 -4.057
C -2.507 3.403 -0.129
C -1.491 -0.706 -4.703
H -4.495 -0.051 4.709
C -0.408 3.402 -4.323
C -1.212 -0.715 2.979
Cl 0.069 -2.279 -0.628
C 2.738 -5.222 -0.891
P -1.173 1.007 -1.005
C 1.602 -4.453 -1.093
C -1.277 -3.194 2.822
C -0.478 2.075 -2.323
H -3.400 5.199 0.613
H -2.210 1.915 5.227
H -2.148 0.187 5.536
C -5.430 -0.722 -1.314
O -4.868 -2.809 -6.232
H -5.293 -3.937 6.264
H 0.341 -1.944 2.574
C -4.454 -1.248 -0.487
H -0.908 3.782 -5.201
H -1.541 -2.144 5.303
C -3.868 0.923 -2.113
H -2.123 2.311 -3.687
C -2.690 4.406 0.806
H -6.419 -1.156 -1.333
H -2.095 5.200 2.706
C -0.963 -0.979 -3.437
C -2.385 -2.756 5.018
H -4.719 -2.907 -5.278
C -2.886 -1.103 -4.952
C -1.103 2.574 -3.456
C -2.874 0.391 -1.301
H -2.415 -1.108 0.163
Cl 4.706 -3.175 1.907
H -4.883 -1.330 -7.588
C -2.808 1.048 5.491
C -3.479 -4.194 3.425
N 0.255 -0.655 -3.047
C -4.683 -1.461 -6.523
C -3.301 0.648 3.051
C -3.897 0.828 4.451
C 0.856 2.414 -2.077
H -0.488 3.380 3.169
H 1.454 4.355 -4.771
C -1.056 3.395 2.251
H -3.675 1.771 -2.750
C -0.647 -0.057 -5.619
H -0.997 0.224 -6.603
H -5.351 -5.009 4.045
N -0.654 -1.944 2.841
C 0.645 0.240 -5.231
C -3.187 -0.695 -0.482
C -5.134 0.363 -2.118
H -2.637 1.485 2.834
H -4.102 0.636 2.303
H -4.561 1.694 4.426
H -3.481 -4.678 2.459
H -4.674 -2.096 0.146
H -1.588 -1.506 -2.724
H 2.051 0.165 -3.597
H -3.101 -1.428 2.929
H 4.582 -5.417 0.196
H -5.373 -0.837 -5.932
C 0.915 3.724 -4.079
H 2.584 3.470 -2.758
H 1.354 2.018 -1.196
Cr 0.432 -0.232 0.231
N -3.339 -0.996 -6.240
O -0.842 -4.069 2.085
C -1.964 4.403 1.989
H -3.384 -2.506 6.887
H 2.873 -6.130 -1.457
C 1.446 -3.288 -0.369
S 2.195 -1.349 1.400
```

Values from the calculation:
Charge: 0
Energy relative to the best compared isomer or geometry (same formula, charge and spin): 272.2 kJ/mol
Highest occupied orbital energy (alpha / beta): -4.889 / -7.461 eV
Orbital gap (alpha / beta): 4.548 / 7.127 eV
Lowest unoccupied orbital energy (alpha / beta): -0.3410 / -0.3336 eV
Expectation value of S²: 6.276
Spin multiplicity: 5

Atomic partial charges in e from the Löwdin method, atoms 1 to 2: 1.00 0.10